# 1
{
  "formula": "H10LiO5",
  "method": "ωB97M-V/def2-TZVPD",
  "energy_ha": -389.602613,
  "charge": 1,
  "lumo_ev": -3.334,
  "symbols": ["O", "H", "H", "H", "Li", "H", "H", "O", "O", "H", "H", "H", "H", "O", "O", "H"],
  "coordinates": [[-0.520, -1.855, 0.607], [-1.401, -1.674, 0.874], [-0.182, -2.657, 0.887], [-0.033, 0.773, 1.917], [0.248, -0.113, -0.414], [1.741, 1.724, -1.601], [2.134, -0.957, 1.460], [0.879, 1.326, -1.501], [-0.482, 1.025, 1.100], [-2.374, -0.623, -1.702], [-2.284, 0.837, -1.468], [-1.408, 0.832, 1.316], [0.470, 2.074, -1.074], [2.090, -0.379, 0.665], [-1.803, 0.025, -1.301], [2.921, -0.358, 0.241]]
}


# 2
{
  "formula": "H10NO3",
  "method": "ωB97M-V/def2-TZVPD",
  "energy_ha": -286.248286,
  "charge": 1,
  "lumo_ev": -3.279,
  "symbols": ["H", "H", "N", "O", "H", "H", "H", "H", "O", "H", "O", "H", "H", "H"],
  "coordinates": [[2.713, 0.199, 1.352], [-1.398, 1.886, -1.145], [0.168, -1.111, -0.102], [-0.895, 1.265, -1.689], [-2.501, 0.493, 1.970], [-0.396, 1.868, -2.252], [1.185, -1.180, 0.039], [-0.270, -2.012, -0.292], [-2.011, 0.220, 1.187], [-0.065, -0.516, -0.952], [2.756, -0.062, 0.370], [-0.258, -0.616, 0.698], [-2.681, 0.036, 0.496], [3.652, -0.469, 0.320]]
}


# 3
{
  "formula": "H10O5",
  "method": "ωB97M-V/def2-TZVPD",
  "s_squared": 0.763,
  "energy_ha": -382.040998,
  "multiplicity": 2,
  "charge": -1,
  "lumo_ev": [3.877, -0.322],
  "symbols": ["O", "H", "O", "H", "H", "O", "H", "H", "H", "H", "O", "H", "H", "H", "O"],
  "coordinates": [[1.256, -0.683, 1.677], [1.482, -0.980, 0.416], [-1.762, 1.330, -1.571], [1.773, 1.601, 0.052], [-1.780, 0.039, -1.212], [-1.631, -1.146, -1.106], [-1.765, 0.583, 1.008], [1.899, 2.269, 0.356], [2.129, -0.801, 2.170], [-1.609, 1.434, -2.552], [1.733, -1.022, -0.617], [-2.532, -1.528, -1.148], [2.628, -1.285, -0.861], [-0.470, -0.104, 1.561], [-1.352, 0.293, 1.826]]
}


# 4
{
  "formula": "H10O5",
  "method": "ωB97M-V/def2-TZVPD",
  "s_squared": 0.750,
  "energy_ha": -382.168214,
  "multiplicity": 2,
  "charge": -1,
  "lumo_ev": [3.721, 3.739],
  "symbols": ["O", "H", "H", "H", "H", "H", "O", "O", "O", "H", "H", "H", "H", "O", "H"],
  "coordinates": [[-1.509, 0.175, 3.031], [-0.730, -0.019, 2.508], [1.182, -1.910, -1.679], [1.161, -1.879, 0.837], [-2.141, 1.840, -2.038], [0.644, 1.092, -1.084], [1.693, -1.107, -1.780], [0.190, 1.155, -0.244], [0.742, -1.304, 1.477], [-0.784, 2.047, -1.399], [1.565, -0.856, -2.695], [-2.208, -0.329, 2.615], [1.026, -1.642, 2.326], [-1.330, 2.339, -2.129], [0.500, 0.398, 0.254]]
}


# 5
{
  "formula": "H10O5",
  "method": "ωB97M-V/def2-TZVPD",
  "s_squared": 0.750,
  "energy_ha": -382.174218,
  "multiplicity": 2,
  "charge": -1,
  "lumo_ev": [3.502, 3.744],
  "symbols": ["H", "H", "H", "H", "H", "H", "O", "H", "H", "O", "H", "H", "O", "O", "O"],
  "coordinates": [[-14.558, -7.420, 7.354], [-13.469, -5.157, 7.183], [-13.815, -7.431, 4.094], [-11.357, -4.274, 6.103], [-13.994, -3.099, 6.353], [-15.082, -2.376, 7.117], [-14.578, -2.343, 6.304], [-14.537, -6.275, 3.435], [-13.934, -7.165, 8.709], [-10.447, -3.988, 6.181], [-13.384, -5.265, 5.675], [-10.466, -3.305, 6.851], [-14.213, -6.581, 4.282], [-13.776, -7.059, 7.771], [-13.115, -4.715, 6.412]]
}


# 6
{
  "formula": "H10O5",
  "method": "ωB97M-V/def2-TZVPD",
  "smiles": "O.O.O.O.O",
  "energy_ha": -382.119854,
  "lumo_ev": 0.436,
  "symbols": ["O", "O", "O", "O", "H", "H", "H", "O", "H", "H", "H", "H", "H", "H", "H"],
  "coordinates": [[4.267, -1.670, -0.637], [-0.981, 1.022, 1.784], [-0.147, 2.797, -1.790], [0.531, -0.215, 1.276], [0.084, 3.140, -0.919], [-4.594, -1.420, -0.562], [0.068, -1.040, 1.458], [-4.120, -2.080, -1.080], [-3.658, -2.609, -0.420], [4.733, -2.143, -1.336], [-0.930, 1.984, 1.780], [4.686, -0.802, -0.622], [0.753, 0.128, 2.149], [-1.203, 0.795, 0.874], [0.510, 2.112, -1.954]]
}


# 7
{
  "formula": "H10O5",
  "method": "ωB97M-V/def2-TZVPD",
  "smiles": "O.O.O.O.O",
  "energy_ha": -382.105060,
  "lumo_ev": -0.092,
  "symbols": ["H", "H", "O", "O", "H", "H", "H", "O", "O", "H", "H", "H", "H", "O", "H"],
  "coordinates": [[1.269, 2.047, -0.652], [-3.338, 0.557, 1.145], [2.692, -2.324, 0.237], [1.836, 2.610, -0.050], [1.509, 2.348, 0.817], [1.524, -0.387, -0.162], [-2.801, -1.758, -1.078], [1.619, 0.405, -0.639], [-3.102, -1.133, -0.431], [2.426, 0.775, -0.224], [2.063, -2.017, -0.399], [-2.305, -0.651, -0.002], [2.083, -2.711, 0.892], [-3.126, 0.821, 0.235], [-2.351, 1.419, 0.310]]
}


# 8
{
  "formula": "H10O5",
  "method": "ωB97M-V/def2-TZVPD",
  "smiles": "O.O.O.O.O",
  "energy_ha": -382.189357,
  "lumo_ev": 0.278,
  "symbols": ["O", "H", "H", "H", "H", "O", "H", "H", "O", "H", "O", "H", "H", "O", "H"],
  "coordinates": [[-3.209, -0.046, -0.072], [-0.662, -0.362, 1.858], [-2.318, -0.235, 0.242], [2.811, 2.454, -0.575], [-0.658, -1.011, 3.250], [2.056, 2.618, 0.003], [-3.541, -0.892, -0.390], [0.543, -2.468, -2.731], [-1.139, -1.005, 2.417], [2.430, 3.018, 0.798], [0.843, -1.560, -2.601], [0.072, -0.170, -0.512], [0.919, 0.962, 0.089], [0.203, 0.339, 0.299], [1.648, -1.642, -2.076]]
}


# 9
{
  "formula": "H10O5",
  "method": "ωB97M-V/def2-TZVPD",
  "smiles": "O.O.O.O.O",
  "energy_ha": -382.187496,
  "lumo_ev": 0.134,
  "symbols": ["O", "H", "H", "H", "O", "H", "H", "O", "H", "H", "H", "H", "H", "O", "O"],
  "coordinates": [[1.785, -14.312, 23.805], [-0.325, -12.817, 24.110], [1.620, -10.009, 25.429], [3.056, -13.976, 28.560], [2.297, -10.685, 25.457], [1.063, -13.662, 25.074], [1.569, -13.369, 26.471], [0.838, -13.195, 25.879], [-0.585, -13.944, 23.133], [3.344, -12.752, 27.718], [2.076, -15.196, 23.580], [1.813, -11.510, 25.437], [2.417, -13.735, 23.375], [2.636, -13.341, 27.980], [-1.002, -13.187, 23.543]]
}


# 10
{
  "formula": "H10O5",
  "method": "ωB97M-V/def2-TZVPD",
  "smiles": "O.O.O.O.O",
  "energy_ha": -382.191443,
  "lumo_ev": 0.406,
  "symbols": ["H", "O", "O", "O", "O", "H", "H", "H", "H", "O", "H", "H", "H", "H", "H"],
  "coordinates": [[-1.814, 0.418, 1.628], [-1.950, 1.219, 1.091], [0.245, -1.050, -1.399], [-0.560, -1.367, 1.593], [2.411, -0.349, 0.910], [-0.060, 1.577, -1.027], [-0.035, -1.018, 2.300], [-1.046, 2.194, -2.036], [-0.092, -0.182, -1.549], [-0.830, 1.388, -1.581], [-1.988, 0.939, 0.168], [-0.013, -1.536, -2.193], [3.281, -0.034, 1.149], [2.551, -0.951, 0.204], [-0.099, -1.248, 0.741]]
}


# 11
{
  "formula": "H10O5",
  "method": "ωB97M-V/def2-TZVPD",
  "smiles": "O.O.O.O.O",
  "energy_ha": -382.171305,
  "lumo_ev": 0.138,
  "symbols": ["H", "H", "O", "H", "H", "H", "H", "O", "H", "O", "H", "O", "H", "H", "O"],
  "coordinates": [[2.769, -0.824, 1.042], [-2.396, -2.449, -2.691], [2.286, -0.010, 1.291], [-1.768, -1.256, -2.091], [0.795, -0.190, 0.596], [-0.346, -1.103, 0.376], [0.983, 2.432, 1.913], [-1.697, -2.218, -2.095], [-2.161, 1.189, -2.008], [0.962, 1.963, 2.725], [-1.481, 0.423, -0.899], [-2.170, 0.378, -1.552], [1.726, 1.470, 2.712], [2.503, 0.533, 0.553], [-0.009, -0.332, 0.128]]
}


# 12
{
  "formula": "H10O5",
  "method": "ωB97M-V/def2-TZVPD",
  "smiles": "O.O.O.O.O",
  "energy_ha": -382.172286,
  "lumo_ev": 0.564,
  "symbols": ["H", "O", "O", "H", "H", "H", "H", "O", "H", "H", "H", "O", "O", "H", "H"],
  "coordinates": [[0.549, 0.490, -0.009], [-3.503, -2.444, -1.191], [-1.005, -2.187, -5.138], [1.508, 5.435, -0.132], [-0.945, -2.991, -5.653], [2.215, 4.375, 0.686], [-4.107, -3.075, -1.583], [1.075, 0.669, 0.770], [-1.354, -1.537, -5.747], [0.749, 0.055, 1.427], [2.595, -0.641, 5.875], [2.263, 5.299, 0.441], [1.691, -0.954, 5.835], [-2.921, -2.192, -1.908], [1.190, -0.303, 6.327]]
}


Ordered energy above the lowest of the compared OMol25 structures with the same formula, charge and spin results: 8.6 10.7 88.6 8.8 5.0 65.5 74.7 21.8 23.0 20.5 33.2 32.6; unit kcal/mol.
Ordered largest force on an atom results: 3.5 2.5 2.2 1.3 1.2 4.9 4.2 0.4 1.1 1.7 5.9 0.3; unit eV Å⁻¹.